C53H70F16N2O4 | ωB97M-V with the def2-TZVPD basis set

Properties
Gap between HOMO and LUMO (spin up / spin down): 0.272 / 0.314 hartree
2S+1: 3
⟨S²⟩: 2.01
LUMO (spin up / spin down): -0.5626 / -0.5628 eV
Total energy: -110746.1170 eV

Atoms and positions in Å:
C -7.80352 -3.23522 -3.61106
C -8.89034 -2.17748 -3.81686
C -8.64988 -1.29250 -5.04645
C -9.36576 0.06232 -4.97058
C -8.73774 1.16651 -5.82200
C -7.24536 1.38601 -5.55781
C -6.75615 2.74554 -6.06499
C -5.37397 3.20142 -5.54885
C -4.46838 2.09165 -5.02312
C -3.05252 2.61123 -4.70692
C -2.39197 1.89819 -3.56384
C -1.75577 2.59810 -2.54609
C -1.15964 1.95030 -1.48587
C -1.20158 0.56977 -1.42169
C -1.81215 -0.14530 -2.45132
C -2.39876 0.51061 -3.51089
C -1.78635 -1.63013 -2.37850
O -1.80005 -2.34372 -3.36152
C -1.75332 -2.19898 -0.99648
C -2.32023 -3.43398 -0.76893
C -2.34122 -3.92891 0.51517
C -1.78383 -3.22872 1.58801
C -1.84238 -3.81247 2.98652
C -3.08188 -4.66011 3.30900
C -2.84276 -6.14480 3.42999
F -4.04713 -6.76698 3.46647
F -2.18940 -6.61162 2.33584
C -2.05080 -6.60264 4.71432
F -1.88085 -5.50407 5.49014
F -2.75664 -7.48052 5.43025
C -0.60491 -7.17303 4.53636
F -0.14884 -7.36131 5.78220
F 0.14192 -6.21284 3.96155
C -0.30752 -8.51314 3.74806
F -0.05994 -8.22383 2.46977
F 0.82860 -9.00521 4.27929
C -1.34674 -9.65800 3.84833
F -2.52301 -9.26792 3.34387
F -1.49525 -9.96108 5.15226
C -0.92845 -10.96921 3.12081
F 0.07048 -11.56837 3.75106
F -0.57184 -10.73491 1.86481
F -1.97929 -11.78080 3.12078
C -1.15009 -2.00277 1.35240
C -0.49814 -1.25349 2.48894
C 0.78277 -1.89018 3.03416
C 1.99068 -1.84020 2.13878
F 1.80627 -2.47695 0.97312
F 3.02914 -2.45095 2.75402
F 2.38904 -0.59145 1.86424
C -1.16145 -1.48933 0.06053
C -0.56557 -0.15988 -0.28807
O 0.38356 0.32107 0.30065
H -7.76514 -3.54968 -2.56837
H -6.82198 -2.82669 -3.85367
H -7.96767 -4.12064 -4.22284
H -9.85838 -2.66664 -3.92285
H -8.90928 -1.53542 -2.93538
H -9.01695 -1.80845 -5.93745
H -7.57624 -1.16618 -5.18181
H -9.45116 0.38753 -3.93142
H -10.38682 -0.09012 -5.33017
H -9.26930 2.10306 -5.63923
H -8.88272 0.92064 -6.87756
H -6.69392 0.60408 -6.08024
H -7.05180 1.27652 -4.48835
H -6.75546 2.71610 -7.15621
H -7.50319 3.48921 -5.78090
H -4.84904 3.71115 -6.35913
H -5.51860 3.92516 -4.74550
H -4.88792 1.69708 -4.09632
H -4.41927 1.25887 -5.72436
H -3.11027 3.68125 -4.50420
H -2.43451 2.50366 -5.60169
H -1.71638 3.67806 -2.59402
H -0.65302 2.51981 -0.72058
H -2.86232 -0.07569 -4.29245
H -2.75547 -4.00229 -1.57733
H -2.79803 -4.89331 0.68007
H -0.93195 -4.38410 3.14765
H -1.81209 -2.99668 3.70546
H -3.58422 -4.30543 4.20415
H -3.80979 -4.56854 2.50303
H -0.27528 -0.23177 2.20562
H -1.19592 -1.20801 3.32622
H 0.63796 -2.93480 3.30057
H 1.08446 -1.37111 3.94449
C 2.92651 4.30184 1.54430
C 2.65120 4.25966 0.03082
C 3.85408 4.76008 -0.76575
C 4.04147 6.27333 -0.71990
C 2.76051 6.97653 -1.17071
C 1.53108 6.55267 -0.36174
N 1.43491 5.05412 -0.33773
O 0.84884 4.59167 -1.38300
C 1.60604 7.15966 1.05062
C 0.26125 7.09626 -1.00651
C 2.42924 2.79315 -0.30500
H 2.26714 3.60334 2.06264
H 3.95518 3.99203 1.73619
H 2.78504 5.26828 2.01413
H 3.73515 4.45785 -1.81159
H 4.74312 4.24570 -0.39548
H 4.32705 6.59298 0.28651
H 4.86530 6.55876 -1.37663
H 2.86841 8.06107 -1.08992
H 2.58889 6.75325 -2.22848
H 0.88274 6.68848 1.71734
H 1.36587 8.22149 0.99336
H 2.59268 7.09283 1.50135
H 0.17682 6.80512 -2.05049
H 0.27860 8.18518 -0.95603
H -0.62541 6.74129 -0.47887
H 1.52925 2.40410 0.16634
H 3.28131 2.22507 0.07189
H 2.35041 2.61926 -1.37674
C 9.51348 2.11606 2.47554
C 8.02872 2.51110 2.57503
C 7.43342 2.12907 3.93396
C 7.17423 0.63463 4.09707
C 6.29401 0.12266 2.95938
C 6.87028 0.42553 1.57584
N 7.21252 1.88893 1.48162
O 6.17880 2.59504 1.20241
C 8.08394 -0.47998 1.30165
C 5.83442 0.11246 0.50168
C 7.97739 4.02645 2.42155
H 10.00834 2.70911 1.70549
H 10.01258 2.31589 3.42438
H 9.68866 1.07613 2.23015
H 6.48542 2.66154 4.06280
H 8.10224 2.49035 4.71770
H 8.11904 0.08510 4.13868
H 6.67398 0.45559 5.05052
H 6.14632 -0.95636 3.04230
H 5.30388 0.58214 3.04375
H 8.64954 -0.12526 0.43914
H 7.73034 -1.48615 1.07797
H 8.75898 -0.57538 2.14870
H 4.89331 0.62661 0.67728
H 5.63742 -0.95956 0.50527
H 6.20048 0.39340 -0.48696
H 8.29634 4.32931 1.42395
H 8.65881 4.46861 3.15032
H 6.98103 4.42556 2.59684

Here are the Löwdin charges for atoms 1 to 99, given in e: atom 1 (C): -0.11, atom 2 (C): -0.26, atom 3 (C): -0.22, atom 4 (C): -0.22, atom 5 (C): -0.22, atom 6 (C): -0.24, atom 7 (C): -0.20, atom 8 (C): -0.20, atom 9 (C): -0.22, atom 10 (C): -0.15, atom 11 (C): -0.20, atom 12 (C): 0.00, atom 13 (C): 0.01, atom 14 (C): -0.08, atom 15 (C): -0.08, atom 16 (C): 0.04, atom 17 (C): -0.28, atom 18 (O): 0.12, atom 19 (C): -0.07, atom 20 (C): 0.01, atom 21 (C): 0.00, atom 22 (C): -0.12, atom 23 (C): -0.10, atom 24 (C): -0.06, atom 25 (C): -0.43, atom 26 (F): 0.12, atom 27 (F): 0.12, atom 28 (C): -0.34, atom 29 (F): 0.14, atom 30 (F): 0.16, atom 31 (C): -0.33, atom 32 (F): 0.16, atom 33 (F): 0.15, atom 34 (C): -0.34, atom 35 (F): 0.17, atom 36 (F): 0.16, atom 37 (C): -0.35, atom 38 (F): 0.18, atom 39 (F): 0.17, atom 40 (C): -0.57, atom 41 (F): 0.20, atom 42 (F): 0.19, atom 43 (F): 0.19, atom 44 (C): -0.09, atom 45 (C): -0.10, atom 46 (C): -0.05, atom 47 (C): -0.63, atom 48 (F): 0.15, atom 49 (F): 0.12, atom 50 (F): 0.13, atom 51 (C): -0.02, atom 52 (C): -0.24, atom 53 (O): 0.10, atom 54 (H): 0.06, atom 55 (H): 0.07, atom 56 (H): 0.07, atom 57 (H): 0.11, atom 58 (H): 0.10, atom 59 (H): 0.12, atom 60 (H): 0.09, atom 61 (H): 0.11, atom 62 (H): 0.11, atom 63 (H): 0.11, atom 64 (H): 0.12, atom 65 (H): 0.10, atom 66 (H): 0.12, atom 67 (H): 0.11, atom 68 (H): 0.10, atom 69 (H): 0.11, atom 70 (H): 0.11, atom 71 (H): 0.11, atom 72 (H): 0.11, atom 73 (H): 0.11, atom 74 (H): 0.13, atom 75 (H): 0.12, atom 76 (H): 0.11, atom 77 (H): 0.13, atom 78 (H): 0.13, atom 79 (H): 0.11, atom 80 (H): 0.11, atom 81 (H): 0.11, atom 82 (H): 0.13, atom 83 (H): 0.13, atom 84 (H): 0.11, atom 85 (H): 0.12, atom 86 (H): 0.12, atom 87 (H): 0.14, atom 88 (C): -0.01, atom 89 (C): -0.47, atom 90 (C): -0.13, atom 91 (C): -0.17, atom 92 (C): -0.13, atom 93 (C): -0.49, atom 94 (N): -0.08, atom 95 (O): -0.04, atom 96 (C): -0.04, atom 97 (C): -0.05, atom 98 (C): -0.03, atom 99 (H): 0.09